No. 1
Computed, not measured: a 9-piece molecular cluster, C16H48BF4O8 overall at a distorted geometry, with wB97M-V/def2-TZVPD.

Output
Net charge: -1
Energy (Ha): -1664.59631
Orbital gap (Ha): 0.36486
HOMO level (eV): -7.1

Geometry as XYZ:
```
77
Properties=species:S:1:pos:R:3:forces:R:3:lowdin_charge:R:1
B -54.957878 62.366245 -44.385123 -0.79 -0.91 0.72 -1.36
F -55.043223 62.083722 -45.735082 -0.19 -0.05 -0.88 0.16
F -54.979343 61.179549 -43.680438 0.40 -2.16 0.61 0.15
F -53.817174 63.008630 -44.042236 0.93 1.47 -0.14 0.19
F -56.076201 63.004242 -43.919959 -1.13 1.50 -0.14 0.17
C -54.762498 63.771925 -50.100357 2.04 0.16 -0.54 -0.08
C -55.147965 63.406279 -48.703233 5.90 0.31 -3.21 -0.38
O -54.177236 62.545346 -48.271550 0.65 -1.27 3.72 -0.05
H -54.611510 62.857150 -50.754040 -0.60 1.22 0.65 0.10
H -53.800516 64.342455 -50.111209 -0.50 -0.51 0.05 0.08
H -55.497323 64.482011 -50.378319 -0.92 0.44 -1.30 0.05
H -55.942599 62.932730 -48.849032 -7.30 -4.25 -0.68 0.04
H -55.398741 64.234474 -48.213521 -0.21 3.60 2.92 0.09
H -54.466222 62.271487 -47.337977 1.05 0.36 -1.87 0.09
C -53.956296 56.886245 -43.662943 -4.95 -2.82 -4.21 -0.02
C -54.804509 57.792582 -44.740662 -0.74 -3.10 4.12 -0.21
O -55.786577 58.480014 -43.993781 -2.82 -5.17 -1.49 -0.05
H -53.603551 57.497959 -42.997723 1.95 2.84 4.37 -0.02
H -53.279065 56.277452 -44.092590 3.75 -0.75 -2.34 0.00
H -54.407250 55.841935 -43.332907 -0.93 2.80 0.38 0.12
H -55.228768 57.070443 -45.413439 -0.72 0.00 -0.48 0.09
H -54.359841 58.544868 -45.256850 2.59 1.60 -1.68 0.07
H -55.522591 59.286959 -43.739514 1.74 4.60 1.23 -0.03
C -54.561485 64.982907 -39.366674 -1.13 -0.58 2.69 -0.10
C -55.015559 64.641550 -40.730911 7.64 6.47 -1.44 -0.34
O -53.886877 64.203683 -41.490364 -0.22 0.00 0.99 -0.04
H -54.056220 64.065405 -38.784563 -0.91 2.32 -1.36 0.12
H -55.538145 65.309341 -38.800769 1.80 -0.74 -0.66 0.11
H -54.003355 65.894666 -39.479931 1.01 0.07 0.71 0.05
H -55.360685 65.571629 -41.172624 -0.62 0.05 -0.21 0.11
H -55.672870 64.024292 -40.606851 -7.53 -7.26 0.25 0.01
H -54.197856 63.981033 -42.357271 -0.03 -0.33 -0.86 0.03
C -58.382219 67.378298 -43.893844 1.73 0.13 2.31 -0.09
C -57.206757 66.364279 -43.822325 -1.23 0.74 5.79 -0.33
O -57.726853 65.135581 -43.454894 -2.71 -0.67 0.46 -0.09
H -58.853493 67.394999 -42.819051 0.63 -0.34 -2.18 0.11
H -59.081370 67.080116 -44.626917 -0.93 0.27 -0.89 0.03
H -57.894909 68.370994 -43.967364 -0.73 -0.28 -0.60 0.07
H -56.818304 66.671550 -42.739302 0.79 0.19 -2.45 0.12
H -56.455613 66.167951 -44.512779 1.26 0.89 -1.75 0.09
H -57.277993 64.363736 -43.739016 1.13 -0.84 -0.63 0.02
C -58.863786 64.814942 -47.110621 -1.59 -0.32 2.25 -0.06
C -58.501915 63.427408 -46.731387 -3.93 -0.37 0.81 -0.35
O -58.756405 62.519731 -47.768849 -1.68 2.50 -0.78 -0.04
H -58.540856 65.454997 -46.255029 -0.84 -0.03 -0.81 0.08
H -59.908853 64.831285 -47.435002 -0.32 0.42 0.91 0.09
H -58.422186 65.096236 -47.982555 2.07 0.83 -2.37 0.03
H -58.962006 63.100501 -45.738100 -0.31 0.42 -1.17 0.15
H -57.553644 63.421418 -46.450265 4.84 -0.15 0.75 0.04
H -58.207213 61.833720 -47.525566 1.58 -3.26 0.30 -0.02
C -56.298575 59.497326 -39.886157 0.44 0.85 3.30 -0.08
C -55.096481 60.274292 -40.350479 -0.05 0.18 -1.75 -0.32
O -54.372658 59.509873 -41.290752 1.03 0.17 -3.14 -0.12
H -57.090508 59.155845 -40.484075 0.48 -2.18 -2.41 0.05
H -57.128704 60.116185 -39.535428 0.80 1.44 1.58 0.06
H -55.941240 58.890827 -39.025426 -1.03 -0.37 -0.81 0.08
H -54.307219 60.563315 -39.655761 -0.81 -0.06 1.00 0.11
H -55.458303 61.170794 -40.802956 -0.06 0.93 -0.49 0.09
H -54.220260 59.980397 -42.196095 -0.70 -0.79 2.73 0.10
C -59.311234 58.817582 -46.931029 0.29 -0.72 -1.81 -0.07
C -57.814530 59.004571 -46.560497 -3.55 2.22 2.45 -0.29
O -57.506614 60.367209 -46.647457 -0.36 1.31 -0.47 -0.07
H -60.043907 58.961661 -46.126953 0.66 0.51 0.09 0.07
H -59.314021 57.723231 -47.072919 -0.60 0.20 -0.53 0.07
H -59.703462 59.374336 -47.854949 0.85 -0.92 1.19 0.10
H -57.075145 58.466306 -46.995417 1.70 -2.05 -2.13 0.08
H -57.889428 58.654623 -45.545566 0.80 0.07 0.87 0.10
H -56.747902 60.726721 -46.188784 0.51 -0.63 0.49 0.08
C -50.594313 59.677997 -43.900441 -0.04 2.01 -0.39 -0.06
C -51.839827 60.462719 -44.403620 3.46 0.92 1.21 -0.26
O -51.530745 61.874668 -44.379765 3.46 -3.13 0.00 -0.03
H -50.696172 58.643191 -43.915461 -0.06 -2.05 -1.47 0.04
H -50.330363 59.697421 -42.832874 -0.68 1.36 0.04 0.08
H -49.790164 60.161995 -44.434010 0.83 -0.78 -0.27 0.07
H -52.485851 60.211260 -43.677822 -3.10 -0.21 2.78 0.04
H -52.340562 60.211285 -45.290276 0.18 -0.80 -1.82 0.10
H -52.361658 62.212535 -44.429349 -3.43 2.45 -0.11 -0.03
```
Positions in Å, forces in eV/Å.

No. 2
Computed, not measured: C16H48BF4O8S8Y as an isolated structure at a distorted geometry, with wB97M-V/def2-TZVPD.

Output
Net charge: +2
Energy (Ha): -4888.26324
Orbital gap (Ha): 0.35232
HOMO level (eV): -13.6

Geometry as XYZ:
```
86
Properties=species:S:1:pos:R:3:forces:R:3:lowdin_charge:R:1
Y -8.970917 -5.992392 -25.647232 -0.92 0.46 0.25 1.45
B -10.234813 -3.045548 -27.185461 -0.04 0.92 -0.84 -1.24
F -10.322799 -4.345116 -26.594209 -0.12 -0.06 0.16 0.03
F -8.978453 -2.497621 -26.865735 -0.17 -0.15 -0.17 0.10
F -10.383534 -3.217575 -28.576084 0.33 -0.10 0.32 0.11
F -11.257144 -2.232238 -26.709176 0.12 -0.26 0.18 0.13
C -9.870940 -7.675824 -30.181583 0.03 0.59 0.93 -0.21
S -10.672992 -7.604995 -28.530023 -0.46 1.00 -0.25 0.92
O -9.915597 -6.670190 -27.613638 0.15 -0.90 -1.28 -0.66
C -12.040070 -6.542859 -29.032695 -0.89 -0.61 0.02 -0.22
H -9.916136 -6.651736 -30.546632 0.21 -0.07 -0.26 0.06
H -10.420227 -8.361514 -30.821173 -0.12 -0.04 0.09 0.07
H -8.845389 -8.012448 -30.046980 -0.03 -0.05 -0.02 0.04
H -12.610606 -7.029174 -29.828426 0.08 -0.10 0.05 0.07
H -11.794756 -5.528480 -29.346968 0.70 -0.13 0.14 0.08
H -12.685379 -6.480321 -28.155462 0.03 0.06 0.00 0.06
C -8.046177 -10.736282 -25.972598 0.14 -0.16 0.28 -0.22
S -7.534495 -9.224240 -26.798250 0.54 -0.21 -0.82 0.92
O -7.983389 -8.029018 -26.014686 0.48 -1.12 0.35 -0.65
C -5.718637 -9.404383 -26.609983 -0.21 -0.05 0.02 -0.22
H -8.991745 -11.075273 -26.388144 -0.09 0.20 0.04 0.05
H -8.126290 -10.607695 -24.892821 -0.02 0.17 -0.03 0.06
H -7.291244 -11.495405 -26.173671 -0.04 0.01 -0.08 0.06
H -5.355848 -9.132031 -25.621992 -0.22 0.10 0.10 0.03
H -5.234354 -8.775610 -27.353911 -0.13 0.14 0.02 0.05
H -5.430615 -10.436948 -26.805863 -0.20 0.00 -0.13 0.06
C -6.958222 -1.924896 -23.977870 0.50 -0.81 0.69 -0.20
S -8.398903 -2.966517 -23.567274 -0.06 1.29 0.10 0.93
O -8.420645 -4.046032 -24.578382 0.37 -0.08 0.09 -0.62
C -7.742951 -3.621265 -22.003251 0.79 -0.35 -0.44 -0.22
H -6.071643 -2.564635 -23.926142 -0.10 -0.08 -0.04 0.04
H -6.843825 -1.198816 -23.173258 -0.21 0.27 -0.23 0.06
H -6.978484 -1.491344 -24.971745 -0.63 0.09 0.03 0.07
H -8.508970 -4.193233 -21.490727 -0.16 0.14 -0.03 0.03
H -7.317624 -2.842813 -21.370598 -0.44 0.26 -0.05 0.07
H -6.908450 -4.285922 -22.240221 -0.21 -0.12 -0.10 0.03
C -13.041346 -8.882216 -25.419478 -0.41 0.55 0.87 -0.22
S -11.313289 -9.013649 -24.902903 -0.11 -0.10 -0.27 0.89
O -10.667209 -7.698678 -25.249812 -0.46 -1.04 0.41 -0.64
C -11.730280 -9.061040 -23.133220 -0.02 0.72 -0.50 -0.23
H -13.175232 -8.735065 -26.485427 0.28 -0.30 -0.10 0.05
H -13.489528 -8.029720 -24.895710 0.31 0.19 -0.16 0.06
H -13.600896 -9.727461 -25.017604 0.22 -0.34 -0.45 0.07
H -12.463688 -9.855176 -23.019521 0.03 0.00 0.21 0.06
H -12.142336 -8.075712 -22.902747 -0.23 -0.14 0.06 0.05
H -10.854810 -9.204137 -22.515569 0.18 -0.30 -0.11 0.01
C -6.572945 -5.997945 -29.819536 1.12 0.41 0.62 -0.22
S -7.724664 -4.967508 -28.881151 -1.80 -0.12 -0.32 0.93
O -7.700518 -5.277930 -27.396058 1.35 0.29 -1.03 -0.61
C -6.988062 -3.366305 -29.102723 1.46 1.01 0.26 -0.22
H -5.542880 -5.768220 -29.532247 0.01 0.09 -0.18 0.05
H -6.730543 -5.730538 -30.863359 -0.03 0.03 0.00 0.07
H -6.679172 -7.073236 -29.692106 -0.60 0.09 0.21 0.05
H -7.702647 -2.548066 -29.050983 -0.49 -0.46 -0.06 0.06
H -6.383309 -3.255871 -30.006260 -0.47 -0.44 -0.31 0.07
H -6.254349 -3.131013 -28.322174 -0.23 -0.49 0.27 0.06
C -4.518928 -4.966623 -26.355346 -0.83 0.20 0.01 -0.20
S -5.239433 -6.147571 -25.185596 0.36 0.17 -0.59 0.90
O -6.711336 -5.919101 -25.130768 1.48 0.14 0.34 -0.64
C -4.590337 -5.389412 -23.680706 -0.91 -0.81 0.61 -0.20
H -4.983764 -5.056687 -27.336675 0.09 -0.62 0.07 0.02
H -3.451704 -5.167352 -26.396585 0.08 0.29 0.03 0.07
H -4.820438 -3.960473 -26.055548 0.49 0.02 0.33 0.07
H -5.275015 -4.572675 -23.461632 0.46 0.41 -0.22 0.03
H -3.525433 -5.185194 -23.633764 -0.02 0.26 -0.42 0.08
H -4.803174 -6.129475 -22.902442 0.12 -0.02 -0.04 0.04
C -8.054167 -7.169746 -20.859388 0.04 -0.16 0.11 -0.22
S -8.415171 -7.773856 -22.513350 0.12 0.31 -0.86 0.93
O -8.432894 -6.563164 -23.432879 -0.04 -1.02 1.55 -0.62
C -6.826797 -8.594795 -22.856685 0.28 -0.36 0.49 -0.21
H -8.207435 -8.000340 -20.168186 0.13 -0.06 -0.05 0.07
H -8.764253 -6.390978 -20.589305 -0.11 -0.01 -0.23 0.05
H -7.037230 -6.790343 -20.775700 -0.01 0.03 -0.09 0.06
H -6.047350 -8.045829 -22.330586 0.14 0.14 -0.37 0.05
H -6.684974 -8.654027 -23.930011 -0.14 0.62 -0.12 0.01
H -6.732729 -9.635183 -22.529919 -0.60 0.13 0.41 0.07
C -12.401734 -3.208553 -24.068097 -0.01 -0.71 -0.25 -0.19
S -12.156191 -5.004689 -23.742011 0.93 0.81 -0.09 0.93
O -10.812113 -5.394909 -24.301227 -0.71 0.55 0.83 -0.66
C -11.892285 -4.772556 -21.952189 -0.62 -0.15 -0.39 -0.23
H -12.383858 -2.984996 -25.135984 -0.18 -0.47 -0.01 0.05
H -11.586268 -2.617096 -23.653002 -0.10 -0.16 0.39 0.06
H -13.385356 -2.998943 -23.649944 0.09 0.30 0.11 0.06
H -12.888295 -4.574296 -21.549363 0.13 0.35 0.09 0.06
H -11.212524 -3.933999 -21.837292 0.01 0.02 0.23 0.05
H -11.546509 -5.670780 -21.443883 0.21 -0.13 -0.37 0.05
```
Positions in Å, forces in eV/Å.

Question: Among the records above, which one has the lowest orbital gap?
Answer: C16H48BF4O8S8Y